The following is a quantum chemistry calculation of C8H20ClI2MnOP2 as an isolated structure in a non-equilibrium geometry, from the OMol25 dataset.

The HOMO-LUMO gap (alpha / beta) comes out at 5.79 / 5.46 eV. Its total energy is -89270.8027 eV. The energy above the lowest of the compared OMol25 structures with the same formula, charge and spin is 0.2 kcal/mol. As for the expectation value of S²: 6.335.

ORCA input file:
```
! RIJCOSX wB97M-V def2-TZVPD def2/J DEFGRID3
* xyz 2 5
I 1.135 -1.813 -2.950
I -1.777 -1.052 1.298
Mn 0.033 0.050 0.008
P 1.482 -1.233 1.166
C 1.536 -2.965 0.651
C 3.152 -0.589 0.822
H 3.858 -1.083 1.495
H 2.180 -1.881 3.376
H 3.163 0.488 1.012
H 1.382 -0.271 3.402
H 1.802 -3.029 -0.409
H 3.401 -0.787 -0.227
C 1.335 -1.288 2.983
H 2.273 -3.499 1.252
H 0.373 -1.742 3.282
H 0.561 -3.442 0.763
P -1.509 1.176 -1.186
C -2.384 0.198 -2.433
C -2.826 2.063 -0.294
H 0.020 3.021 -1.467
H -1.349 3.109 -2.610
H 0.001 1.946 -2.904
C -0.617 2.442 -2.145
H -2.391 2.770 0.431
H -3.423 2.629 -1.033
H -3.090 0.834 -2.965
H -2.913 -0.636 -1.973
H -3.471 1.353 0.258
H -1.664 -0.229 -3.133
C -0.188 -1.430 -1.342
O -1.039 -2.273 -1.233
Cl -0.759 1.659 2.655
C 0.304 1.548 1.195
H 0.099 2.466 0.649
H 1.308 1.490 1.607
*
```

=====

The following is a quantum chemistry calculation of a 2-piece molecular cluster, C8H20ClNO overall in a non-equilibrium geometry, from the OMol25 dataset.

The HOMO-LUMO gap comes out at 6.65 eV. Its total energy is -24676.9634 eV. The energy above the lowest of the compared OMol25 structures with the same formula, charge and spin is 34.4 kcal/mol.

ORCA input file:
```
! RIJCOSX wB97M-V def2-TZVPD def2/J DEFGRID3
* xyz 0 1
Cl -2.989 -1.690 -3.832
C -1.516 2.083 0.710
C -0.532 1.227 -0.287
N -0.537 -0.352 -0.083
C -1.957 -0.914 -0.425
C 0.595 -0.847 -1.032
C 0.418 -0.998 -2.545
C -0.219 -0.958 1.325
C 1.130 -0.562 1.874
O 1.357 0.799 1.737
C 2.651 1.185 1.434
H -0.971 1.983 1.649
H -2.517 1.692 0.894
H -1.688 3.105 0.371
H 0.495 1.589 -0.231
H -0.879 1.341 -1.314
H -2.240 -0.427 -1.358
H -2.595 -0.630 0.412
H -2.027 -1.965 -0.707
H 0.731 -1.853 -0.635
H 1.479 -0.239 -0.838
H -0.160 -1.867 -2.863
H 1.280 -1.013 -3.212
H -0.179 -0.135 -2.840
H -0.318 -2.036 1.195
H -1.039 -0.612 1.954
H 1.954 -1.214 1.583
H 1.105 -0.574 2.963
H 2.963 1.697 2.344
H 2.822 1.776 0.534
H 3.384 0.407 1.222
*
```

=====

The following is a quantum chemistry calculation of C8H20IrNO6P2S3 as an isolated structure in a non-equilibrium geometry, from the OMol25 dataset.

The HOMO-LUMO gap comes out at 6.45 eV. Its total energy is -76307.2012 eV.

ORCA input file:
```
! RIJCOSX wB97M-V def2-TZVPD def2/J DEFGRID3
* xyz 2 1
Ir 0.334 0.237 -0.364
C 0.635 -1.783 -3.133
C 2.069 -1.603 -2.636
S 2.308 -0.694 -1.065
C 3.153 0.823 -1.561
C 2.353 1.632 -2.532
S 0.808 2.128 -1.720
C -0.417 1.924 -3.048
C -0.968 0.521 -3.281
S 0.103 -0.524 -4.315
H -0.075 -1.826 -2.314
H 0.572 -2.737 -3.655
H 2.693 -1.097 -3.372
H 2.515 -2.577 -2.431
H 4.133 0.556 -1.963
H 3.315 1.350 -0.618
H 2.102 1.091 -3.443
H 2.897 2.538 -2.802
H 0.069 2.320 -3.941
H -1.222 2.608 -2.772
H -1.922 0.613 -3.800
H -1.179 -0.005 -2.343
N -1.873 -0.970 3.455
C -0.815 -0.953 2.358
C 0.082 -2.185 2.462
P 0.024 0.690 2.538
O 0.805 0.416 3.881
O -1.065 1.680 2.629
O 1.080 0.827 1.377
P -1.803 -0.989 0.777
O -1.824 0.582 0.240
O -3.098 -1.571 1.114
O -0.870 -1.491 -0.336
H -1.571 -1.509 4.268
H -2.731 -1.384 3.046
H -2.088 -0.008 3.751
H 0.627 -2.182 3.406
H 0.812 -2.186 1.655
H -0.500 -3.105 2.385
H 1.170 1.194 4.339
H -2.295 1.237 0.792
*
```

=====

The following is a quantum chemistry calculation of a 3-piece molecular cluster, C8H20N2O4 overall in a non-equilibrium geometry, from the OMol25 dataset.

The HOMO-LUMO gap (alpha / beta) comes out at 8.80 / 8.85 eV. Its total energy is -19784.9653 eV.

ORCA input file:
```
! RIJCOSX wB97M-V def2-TZVPD def2/J DEFGRID3
* xyz 0 1
C -6.214 1.193 0.334
C 3.513 -0.747 -1.599
C 4.559 0.451 0.350
C 2.965 -1.403 0.800
C -0.809 0.006 1.651
C -6.457 -0.314 0.135
C 3.280 -0.208 -0.154
C -1.311 -1.275 -0.315
N -0.195 -0.971 -0.775
N -4.864 -1.945 -0.163
O -2.253 -1.954 -0.968
O -1.682 -0.817 0.896
O -5.237 -0.846 -0.563
O 2.273 0.739 0.000
H -5.265 1.377 0.712
H -6.175 1.807 -0.551
H -7.019 1.559 0.974
H 3.781 0.071 -2.221
H 4.299 -1.382 -1.684
H 2.624 -1.074 -2.140
H 5.237 -0.366 0.596
H 4.387 1.009 1.254
H 4.856 1.243 -0.389
H 2.394 -2.176 0.211
H 3.820 -1.919 1.235
H 2.416 -0.854 1.512
H -0.919 1.055 1.375
H 0.183 -0.441 1.309
H -1.172 -0.233 2.668
H -7.271 -0.532 -0.560
H -6.602 -0.763 1.025
H 0.117 -1.449 -1.636
H 1.502 0.333 -0.250
H -3.110 -1.862 -0.450
*
```